A structure of composition C38H72Br2F6NiO18S7 in a non-equilibrium geometry. Source: the Open Molecules 2025 dataset; level of theory: wB97M-V/def2-TZVPD.

Values from the calculation:
energy	-12887.59867	Ha

```
! RIJCOSX wB97M-V def2-TZVPD def2/J DEFGRID3
* xyz 1 4
Ni -13.80 18.55 -9.50
C -10.52 19.96 -9.19
O -9.96 19.56 -7.92
O -11.81 19.32 -9.26
C -10.38 21.54 -9.45
F -9.15 21.78 -9.80
F -11.11 22.18 -10.38
F -10.54 22.28 -8.37
C -8.81 18.73 -7.92
C -8.69 18.27 -6.44
H -7.86 17.57 -6.35
H -8.50 19.00 -5.66
H -9.59 17.68 -6.27
H -7.94 19.38 -8.03
H -8.71 17.85 -8.55
H -9.80 19.51 -9.88
C -13.57 15.13 -9.73
O -12.17 15.19 -9.42
O -13.94 16.46 -9.43
C -14.04 14.83 -11.22
F -15.21 15.35 -11.59
F -13.09 15.19 -12.15
F -14.04 13.50 -11.44
C -11.20 14.30 -9.45
C -9.94 15.08 -9.19
H -9.06 14.45 -9.29
H -9.74 15.87 -9.91
H -10.07 15.72 -8.31
H -11.08 13.72 -10.36
H -11.28 13.65 -8.58
H -14.10 14.35 -9.19
C -7.12 13.04 -12.81
C -7.00 11.47 -12.59
C -8.16 10.90 -13.49
S -9.64 11.92 -13.00
O -10.17 11.25 -11.82
O -10.45 12.06 -14.22
C -8.65 13.37 -12.44
H -6.99 13.46 -13.81
H -6.41 13.61 -12.21
H -7.06 11.31 -11.51
H -5.97 11.21 -12.83
H -8.50 9.96 -13.05
H -8.11 10.83 -14.57
H -8.79 13.49 -11.36
H -9.10 14.18 -13.02
C -12.05 18.35 -4.23
C -11.99 16.93 -4.87
C -12.72 16.80 -6.26
S -14.00 18.07 -6.26
O -15.15 17.57 -5.57
O -14.10 18.72 -7.58
C -13.08 19.21 -5.04
H -11.04 18.73 -4.32
H -12.25 18.32 -3.16
H -12.48 16.32 -4.11
H -10.95 16.59 -4.88
H -13.12 15.81 -6.47
H -12.08 17.12 -7.08
H -13.79 19.72 -4.41
H -12.55 19.96 -5.62
C -13.41 12.19 -17.04
C -13.68 12.47 -15.59
C -13.49 14.03 -15.45
S -14.32 14.79 -16.99
O -13.37 15.62 -17.73
O -15.72 15.14 -16.61
C -14.29 13.14 -17.84
H -13.50 11.12 -17.25
H -12.38 12.49 -17.19
H -12.80 12.11 -15.05
H -14.60 12.11 -15.12
H -12.49 14.46 -15.37
H -14.07 14.30 -14.57
H -14.10 13.39 -18.88
H -15.32 12.82 -18.03
C -13.51 8.86 -9.39
C -13.51 10.16 -10.22
C -14.70 11.11 -9.80
S -15.84 9.98 -8.82
O -17.18 10.19 -9.43
O -15.72 10.24 -7.39
C -14.94 8.37 -9.19
H -13.04 8.81 -8.41
H -13.14 7.96 -9.89
H -13.56 9.89 -11.27
H -12.61 10.77 -10.21
H -15.34 11.56 -10.55
H -14.49 11.90 -9.07
H -15.42 7.95 -10.07
H -15.17 7.70 -8.37
C -16.89 18.33 -14.01
C -18.29 18.00 -14.51
C -19.12 18.01 -13.20
S -18.10 16.89 -12.06
O -18.62 15.51 -12.29
O -18.09 17.33 -10.67
C -16.54 17.34 -12.83
H -16.71 19.29 -13.54
H -16.14 18.39 -14.80
H -18.22 17.05 -15.04
H -18.66 18.72 -15.24
H -20.05 17.50 -12.97
H -19.05 19.03 -12.81
H -16.20 16.37 -13.21
H -15.81 17.62 -12.07
C -16.50 13.44 -6.98
C -17.37 13.16 -8.27
C -18.25 14.43 -8.47
S -17.61 15.86 -7.40
O -18.55 16.18 -6.32
O -17.17 16.98 -8.30
C -16.15 14.90 -6.69
H -15.64 12.77 -6.97
H -17.04 13.35 -6.04
H -17.85 12.19 -8.16
H -16.74 13.08 -9.16
H -19.22 14.20 -8.05
H -18.35 14.87 -9.46
H -15.85 15.17 -5.67
H -15.25 15.12 -7.27
C -11.72 20.87 -13.49
C -10.51 19.98 -13.26
C -11.06 18.54 -13.03
S -12.97 18.49 -13.05
O -13.42 18.57 -11.65
O -13.50 17.41 -13.94
C -13.10 20.12 -13.93
H -11.45 21.63 -14.23
H -11.96 21.54 -12.66
H -9.82 20.31 -12.49
H -9.90 20.10 -14.15
H -10.78 18.17 -12.04
H -10.75 17.86 -13.82
H -13.93 20.72 -13.58
H -13.04 19.95 -15.01
Br -11.59 11.15 -6.55
C -12.44 12.66 -5.68
C -12.39 12.68 -4.04
Br -13.97 13.75 -3.45
H -13.43 12.38 -6.03
H -12.07 13.55 -6.18
H -11.55 13.28 -3.69
H -12.59 11.73 -3.56
*
```

Atom charges from the Mulliken analysis, given in e for atoms 1 to 2: 1.553 -0.607